P | The following is a quantum chemistry calculation of 2 unconnected molecules or ions with the total composition C4H13N4O, from the Open Molecules 2025 dataset.

* charge: +1
* E_LUMO: -2.72 eV
* spin multiplicity: 1
* highest occupied orbital energy: -13.573 eV

Cartesian coordinates (Å):
C 2.093 0.685 3.297
C 0.636 0.835 1.350
N -0.557 0.969 0.770
N 0.834 1.112 2.640
N 1.657 0.529 0.542
H -1.362 1.487 1.065
H -0.699 0.366 -0.049
H 0.469 1.886 3.164
H 2.601 0.829 0.718
H 1.395 0.353 -0.413
H 2.395 -0.283 2.891
H 1.740 0.508 4.307
H 2.869 1.424 3.353
C -1.031 -0.541 -3.374
C -1.328 -1.282 -2.112
O -0.738 -1.140 -1.037
N -2.329 -2.187 -2.114
H -2.560 -2.599 -1.224
H -3.017 -2.323 -2.834
H -1.659 -0.834 -4.210
H -0.010 -0.272 -3.590
H -1.402 0.477 -3.140


Q | The following is a quantum chemistry calculation of 2 unconnected molecules or ions with the total composition C4H13N4O, from the Open Molecules 2025 dataset.

* charge: +1
* E_LUMO: -2.63 eV
* spin multiplicity: 1
* highest occupied orbital energy: -13.297 eV

Cartesian coordinates (Å):
C 2.031 -1.047 -3.079
C -0.083 -0.940 -1.792
N -0.806 -0.321 -0.869
N 1.015 -0.370 -2.267
N -0.593 -2.015 -2.412
H -0.338 0.158 -0.097
H -1.760 -0.620 -0.749
H 1.406 0.390 -1.724
H -0.347 -2.255 -3.358
H -1.208 -2.677 -1.965
H 2.011 -0.710 -4.115
H 1.903 -2.125 -3.017
H 3.010 -0.832 -2.665
C -0.368 0.572 3.651
C -0.601 1.547 2.526
O -0.316 1.274 1.364
N -1.082 2.755 2.862
H -1.039 0.752 4.483
H 0.678 0.672 3.950
H -1.637 3.262 2.186
H -1.395 2.985 3.792
H -0.480 -0.454 3.297


R | The following is a quantum chemistry calculation of 2 unconnected molecules or ions with the total composition C4H13N4O, from the Open Molecules 2025 dataset.

* charge: +1
* E_LUMO: -2.67 eV
* spin multiplicity: 1
* highest occupied orbital energy: -13.279 eV

Cartesian coordinates (Å):
C -0.446 -1.633 -1.473
C 1.960 -1.491 -0.449
N 1.865 -0.133 -0.657
N 0.830 -2.223 -0.665
N 3.219 -2.131 -0.110
H 0.935 0.424 -0.825
H 2.807 0.413 -0.493
H 0.880 -3.194 -0.742
H 2.988 -3.097 0.256
H 3.807 -1.608 0.386
H -1.219 -2.042 -0.891
H -0.466 -2.087 -2.432
H -0.529 -0.570 -1.572
C -2.279 1.485 1.832
C -1.389 1.883 0.716
O -0.557 1.263 0.152
N -1.551 3.213 0.320
H -3.429 1.940 1.732
H -1.897 1.719 2.859
H -0.953 3.815 -0.314
H -2.260 3.712 0.712
H -2.316 0.343 1.657


Relative energies in kcal/mol: P 14.2; Q 0.0; R 49.1


P | The following is a quantum chemistry calculation of a gas-phase ion, C2H4O2P (charge -1), from the Open Molecules 2025 dataset.

* charge: -1
* E_LUMO: 4.50 eV
* spin multiplicity: 1
* structure (SMILES): O=C([O-])CP
* highest occupied orbital energy: -3.634 eV

Cartesian coordinates (Å):
O 1.293 -1.072 -0.616
C 1.426 0.024 -0.103
O 2.349 0.723 0.265
C -0.275 0.756 0.283
P -1.385 -0.784 0.533
H -0.833 1.299 -0.603
H -0.081 1.393 1.097
H -0.492 -1.866 -0.100
H -2.002 -0.473 -0.757


Q | The following is a quantum chemistry calculation of a molecular structure, C2H4O2P, from the Open Molecules 2025 dataset.

* charge: -1
* E_LUMO: 4.45 eV
* spin multiplicity: 1
* highest occupied orbital energy: -2.340 eV

Cartesian coordinates (Å):
C 0.709 -0.676 -0.030
C 0.279 0.787 -0.068
O -2.466 0.589 0.630
O -0.738 -1.256 0.067
P -1.482 0.231 -0.441
H 1.073 -1.295 -0.887
H 1.309 -0.809 0.801
H 0.624 1.119 0.871
H 0.694 1.310 -0.943


Relative energies in kcal/mol: P 13.8; Q 0.0


P | The following is a quantum chemistry calculation of a single C2HClFN molecule, from the Open Molecules 2025 dataset.

* E_LUMO: -0.02 eV
* spin multiplicity: 1
* structure (SMILES): N#C[C@H](F)Cl
* highest occupied orbital energy: -11.597 eV

Cartesian coordinates (Å):
N -1.977 -0.855 -0.252
C -0.913 -0.157 -0.337
C 0.370 0.315 0.114
F 0.531 1.499 -0.387
Cl 1.440 -0.922 -0.297
H 0.549 0.120 1.159


Q | The following is a quantum chemistry calculation of a single C2HClFN molecule, from the Open Molecules 2025 dataset.

* E_LUMO: 0.37 eV
* spin multiplicity: 1
* structure (SMILES): N#C[C@H](F)Cl
* highest occupied orbital energy: -11.752 eV

Cartesian coordinates (Å):
N 2.137 -1.579 0.515
C 1.230 -0.759 0.225
C -0.136 0.083 0.323
F -0.977 -0.959 0.146
Cl -0.741 1.391 -0.575
H -0.136 0.107 1.556


Relative energies in kcal/mol: P 0.0; Q 4.0


P | The following is a quantum chemistry calculation of a molecular structure, C35H38F6N3O6PtS2Se4, from the Open Molecules 2025 dataset.

* charge: -1
* E_LUMO (spin up / spin down): 2.28 / 1.20 eV
* spin multiplicity: 5
* highest occupied orbital energy (spin up / spin down): -4.105 / -4.989 eV
* ⟨S²⟩: 6.02

Cartesian coordinates (Å):
Pt 0.279 -0.283 -0.168
Se 1.210 -0.289 -2.567
Se -0.301 -1.234 -3.878
Se 0.844 -3.890 -1.073
Se 0.997 -2.461 0.638
F 3.893 2.154 2.481
C 2.838 1.627 3.108
F 2.116 2.604 3.650
F 3.316 0.894 4.126
S 1.859 0.462 1.982
O 0.485 0.809 2.243
O 2.356 -0.791 2.440
N 2.376 0.834 0.512
S 1.846 2.260 0.009
O 0.737 2.260 -0.899
O 1.815 3.228 1.062
C 3.296 2.744 -1.051
F 3.067 3.960 -1.554
F 4.408 2.793 -0.316
F 3.496 1.903 -2.060
C 0.828 6.682 -5.303
C 0.829 5.177 -5.285
C 1.625 4.466 -6.176
C 1.605 3.080 -6.195
C 0.723 2.390 -5.384
C -0.100 3.089 -4.508
N -1.053 2.367 -3.752
C -2.394 2.615 -3.766
C -2.991 3.407 -4.769
C -4.339 3.676 -4.764
C -5.167 3.160 -3.764
C -4.613 2.359 -2.791
C -3.242 2.070 -2.776
C -2.664 1.226 -1.723
O -3.548 0.950 -0.743
O -1.525 0.819 -1.735
C 0.005 4.484 -4.392
C -0.719 5.225 -3.301
H 1.390 7.056 -6.157
H 1.271 7.101 -4.396
H -0.195 7.060 -5.371
H 2.278 5.007 -6.851
H 2.261 2.540 -6.866
H 0.648 1.310 -5.425
H -0.726 1.668 -3.094
H -2.369 3.795 -5.564
H -4.765 4.291 -5.546
H -6.227 3.376 -3.756
H -5.240 1.945 -2.017
H -0.997 4.544 -2.499
H -1.629 5.711 -3.663
H -0.068 5.994 -2.883
C -1.189 3.944 3.032
C -2.339 3.018 2.751
C -3.508 3.046 3.503
C -4.554 2.167 3.245
C -5.835 2.217 4.038
C -4.410 1.222 2.236
C -3.236 1.158 1.494
C -2.226 2.077 1.737
N -3.003 0.263 0.395
C -3.427 -1.150 0.385
C -4.890 -1.392 -0.028
C -5.176 -2.899 -0.014
C -4.939 -3.442 1.397
C -3.475 -3.225 1.795
C -2.551 -3.934 0.809
C -2.797 -3.388 -0.597
C -4.257 -3.640 -0.991
C -2.553 -1.882 -0.650
C -3.163 -1.727 1.783
H -1.514 4.834 3.571
H -0.696 4.244 2.107
H -0.435 3.425 3.628
H -3.614 3.779 4.296
H -5.909 3.141 4.611
H -5.893 1.378 4.734
H -6.702 2.155 3.378
H -5.230 0.548 2.031
H -1.330 2.045 1.131
H -5.054 -0.990 -1.031
H -5.582 -0.887 0.651
H -6.221 -3.058 -0.302
H -5.177 -4.510 1.426
H -5.602 -2.937 2.109
H -3.314 -3.617 2.804
H -2.725 -5.015 0.826
H -1.511 -3.766 1.087
H -2.120 -3.878 -1.300
H -4.472 -4.713 -0.954
H -4.425 -3.298 -2.016
H -2.778 -1.520 -1.656
H -1.485 -1.618 -0.460
H -2.113 -1.542 2.037
H -3.783 -1.220 2.522


Q | The following is a quantum chemistry calculation of a molecular structure, C35H38F6N3O6PtS2Se4, from the Open Molecules 2025 dataset.

* charge: -1
* E_LUMO (spin up / spin down): 1.90 / 0.05 eV
* spin multiplicity: 5
* highest occupied orbital energy (spin up / spin down): -5.309 / -5.466 eV
* ⟨S²⟩: 6.05

Cartesian coordinates (Å):
Pt 1.055 -0.864 2.215
Se 2.640 -3.744 0.041
Se 3.588 -5.748 0.111
Se 3.733 -4.043 3.462
Se 2.025 -3.183 2.303
F 3.509 2.062 3.174
C 2.905 2.773 4.131
F 2.247 3.781 3.539
F 3.830 3.288 4.934
S 1.671 1.728 5.024
O 0.985 1.075 3.930
O 0.939 2.676 5.806
N 2.521 0.785 5.951
S 2.869 -0.722 5.640
O 1.961 -1.343 4.696
O 3.161 -1.429 6.846
C 4.539 -0.606 4.783
F 5.380 -1.529 5.245
F 5.093 0.592 5.009
F 4.410 -0.764 3.467
C 1.267 0.266 -7.200
C 1.697 -0.697 -6.122
C 2.939 -1.311 -6.205
C 3.375 -2.155 -5.194
C 2.558 -2.405 -4.110
C 1.296 -1.809 -4.012
N 0.587 -2.063 -2.820
C -0.740 -2.374 -2.613
C -1.604 -2.635 -3.685
C -2.934 -2.943 -3.471
C -3.447 -3.022 -2.183
C -2.588 -2.828 -1.112
C -1.245 -2.513 -1.297
C -0.404 -2.385 -0.042
O -0.777 -3.003 0.958
O 0.677 -1.671 -0.105
C 0.865 -0.925 -5.015
C -0.423 -0.156 -4.903
H 1.986 0.270 -8.019
H 1.193 1.284 -6.808
H 0.287 0.001 -7.603
H 3.577 -1.110 -7.059
H 4.352 -2.619 -5.253
H 2.885 -3.058 -3.311
H 1.140 -2.039 -1.974
H -1.212 -2.597 -4.695
H -3.581 -3.124 -4.322
H -4.492 -3.257 -2.017
H -2.939 -2.905 -0.090
H -0.844 -0.225 -3.906
H -1.174 -0.516 -5.613
H -0.250 0.899 -5.124
C -5.479 0.920 1.841
C -4.207 0.220 2.258
C -4.249 -0.907 3.081
C -3.074 -1.505 3.532
C -3.095 -2.728 4.412
C -1.863 -0.976 3.135
C -1.765 0.074 2.187
C -2.990 0.695 1.817
N -0.531 0.390 1.679
C -0.298 1.508 0.744
C -0.654 2.850 1.426
C -0.334 4.018 0.486
C 1.166 4.037 0.182
C 1.552 2.722 -0.500
C 0.782 2.572 -1.813
C -0.717 2.553 -1.508
C -1.119 3.865 -0.822
C -1.049 1.363 -0.601
C 1.209 1.549 0.423
H -6.350 0.448 2.294
H -5.603 0.888 0.756
H -5.460 1.968 2.144
H -5.209 -1.304 3.399
H -4.097 -2.927 4.796
H -2.410 -2.618 5.254
H -2.764 -3.595 3.834
H -0.952 -1.378 3.561
H -2.996 1.564 1.183
H -0.071 2.931 2.348
H -1.706 2.881 1.707
H -0.619 4.950 0.982
H 1.729 4.151 1.114
H 1.411 4.887 -0.466
H 2.626 2.711 -0.701
H 1.076 1.642 -2.312
H 1.016 3.407 -2.485
H -1.278 2.446 -2.439
H -2.196 3.870 -0.617
H -0.901 4.709 -1.485
H -0.743 0.425 -1.069
H -2.125 1.315 -0.454
H 1.761 1.641 1.363
H 1.489 0.609 -0.052


Relative energies in kcal/mol: P 17.9; Q 0.0